Run i
ORCA calculation (ωB97M-V/def2-TZVPD) on a 2-piece molecular cluster, C4H6N2OS overall.

Each line ends with the natural charge from an NBO analysis.
Positions of all 14 atoms, in Å:
N1 2.260 0.583 0.871  -1.08
H1 -1.536 -1.667 -0.093  0.25
H2 -1.863 -1.198 -1.877  0.24
H3 -0.370 -1.742 -1.471  0.20
H4 -1.919 0.737 -0.503  0.24
S1 1.730 0.182 -0.433  1.79
N2 -1.785 0.612 2.268  -0.36
C1 -0.677 0.681 2.087  0.08
O1 2.581 0.245 -1.623  -0.86
H5 0.363 0.938 1.976  0.25
H6 3.338 0.525 0.974  0.42
C2 -0.988 0.272 -0.671  -0.23
C3 -1.270 -1.136 -0.977  -0.66
C4 0.134 0.968 -0.526  -0.30

Computed properties:
SMILES string: CC=C=S(=N)=O.C#N
HOMO-LUMO gap (spin up / spin down): 7.74 / 7.75 eV
E_HOMO (spin up / spin down): -9.546 / -9.556 eV

Run ii
ORCA calculation (ωB97M-V/def2-TZVPD) on one molecule with the formula C4H6N2OS.

Each line ends with the natural charge from an NBO analysis.
Positions of all 14 atoms, in Å:
C1 0.820 0.430 1.086  0.38
N1 0.107 1.562 0.596  -0.43
H1 0.504 -0.064 -1.582  0.27
O1 1.034 0.835 2.737  -0.73
S1 2.572 0.461 0.517  -0.02
C2 -0.568 0.165 -1.185  -0.59
N2 0.230 -0.814 0.902  -0.46
H2 -1.349 2.139 -0.816  0.19
C3 -0.477 -0.951 -0.137  0.18
H3 0.165 0.636 3.024  0.45
C4 -0.680 1.485 -0.414  0.16
H4 3.012 -0.292 1.544  0.16
H5 -1.009 -1.848 -0.410  0.19
H6 -1.293 -0.126 -2.010  0.24

Computed properties:
SMILES string: OC1(S)N=CCC=N1
HOMO-LUMO gap: 9.52 eV
E_HOMO: -9.429 eV

Run iii
ORCA calculation (ωB97M-V/def2-TZVPD) on one molecule with the formula C4H6N2OS.

Each line ends with the natural charge from an NBO analysis.
Positions of all 14 atoms, in Å:
H1 -0.794 0.353 1.271  0.27
N1 -0.719 2.504 -1.010  -0.30
C1 -1.137 0.237 0.229  -0.55
S1 -2.889 -0.251 0.306  0.02
H2 1.589 -1.495 -0.679  0.41
H3 1.496 0.112 1.618  0.20
C2 -0.274 -0.862 -0.450  0.69
C3 1.758 0.214 0.577  -0.43
H4 2.848 0.033 0.478  0.23
C4 -0.927 1.515 -0.470  0.27
N2 1.065 -0.771 -0.221  -0.61
H5 1.530 1.233 0.234  0.22
H6 -2.783 -1.086 -0.742  0.18
O1 -0.763 -1.736 -1.141  -0.60

Computed properties:
SMILES string: CNC(=O)[C@H](S)C#N
HOMO-LUMO gap: 10.30 eV
E_HOMO: -9.764 eV

Run iv
ORCA calculation (ωB97M-V/def2-TZVPD) on one molecule with the formula C4H6N2OS.

Each line ends with the natural charge from an NBO analysis.
Positions of all 14 atoms, in Å:
C1 -1.064 -0.929 -0.184  -0.08
H1 -2.407 0.487 -0.883  0.24
C2 -2.187 -0.029 -0.030  -0.67
O1 -0.236 1.964 -0.507  -0.94
H2 1.849 1.517 1.423  0.40
N1 2.083 1.054 0.550  -1.08
H3 3.102 1.137 0.491  0.42
H4 -1.800 0.693 0.716  0.27
C3 0.244 -0.576 -0.324  -0.35
N2 2.389 -2.182 -0.531  -0.33
C4 1.448 -1.588 -0.340  0.26
S1 0.979 1.077 -0.738  1.42
H5 -3.144 -0.626 0.247  0.22
H6 -1.255 -2.000 0.111  0.23

Computed properties:
HOMO-LUMO gap: 9.73 eV
E_HOMO: -9.595 eV

Here is how they stack up, most stable first: run iii, run ii, run iv, run i.

Run i
ORCA calculation (ωB97M-V/def2-TZVPD) on a 2-piece molecular cluster, C4H6N2OS overall.

Each line ends with the natural charge from an NBO analysis.
Positions of all 14 atoms, in Å:
H1 -0.001 -0.940 -2.040  0.18
H2 0.611 -2.823 -0.605  0.29
H3 2.309 -2.592 -0.053  0.28
N1 -1.385 0.333 -0.645  0.15
C1 1.362 -2.001 -0.375  -0.66
O1 -1.765 -0.568 -1.375  -0.48
H4 0.130 2.516 1.259  0.26
C2 -0.933 1.119 0.055  0.29
H5 -1.616 2.118 1.771  0.25
H6 -1.339 3.141 0.582  0.24
C3 -0.858 2.292 0.990  -0.68
C4 1.168 -1.150 0.740  0.28
N2 0.947 -0.436 1.674  -0.35
S1 1.370 -1.009 -1.979  -0.05

Computed properties:
SMILES string: CC#[N+][O-].N#CCS
HOMO-LUMO gap: 10.23 eV
E_HOMO: -9.519 eV

Run ii
ORCA calculation (ωB97M-V/def2-TZVPD) on one molecule with the formula C4H6N2OS.

Each line ends with the natural charge from an NBO analysis.
Positions of all 14 atoms, in Å:
H1 2.973 -0.334 0.283  0.24
N1 0.032 1.052 0.720  -0.29
C1 0.852 -0.881 0.096  -0.04
N2 -0.292 -0.184 0.446  -0.23
C2 1.301 1.216 0.526  -0.01
H2 1.863 2.140 0.693  0.22
H3 -1.852 -1.499 0.063  0.21
O1 -2.467 0.493 0.408  -0.68
C3 -1.596 -0.438 0.029  0.36
H4 -0.220 -0.557 -2.071  0.12
H5 0.948 -1.933 -0.116  0.23
S1 -1.586 -0.318 -2.168  -0.32
H6 -1.901 1.256 0.878  0.52
C4 1.945 -0.015 0.214  -0.32

Computed properties:
SMILES string: O[C@@H](S)n1cccn1
HOMO-LUMO gap: 9.01 eV
E_HOMO: -8.816 eV

Run iii
ORCA calculation (ωB97M-V/def2-TZVPD) on one molecule with the formula C4H6N2OS.

Each line ends with the natural charge from an NBO analysis.
Positions of all 14 atoms, in Å:
N1 0.545 0.881 -1.048  -0.48
C1 -0.562 -1.164 0.201  0.34
H1 1.878 3.178 0.952  0.20
S1 -0.667 -0.380 1.803  -0.03
C2 1.258 2.884 0.192  -0.45
H2 0.166 3.498 -0.131  0.22
N2 -0.495 -0.808 -2.189  -0.81
O1 -0.700 -2.399 0.080  -0.52
H3 0.076 -0.481 -2.919  0.39
H4 -0.553 -1.838 -2.055  0.40
H5 2.387 0.937 0.077  0.22
C3 -0.157 -0.180 -0.910  0.37
H6 0.266 0.882 1.533  0.20
C4 1.413 1.558 -0.200  -0.05

Computed properties:
SMILES string: C=C/N=C(/N)C(=O)S
HOMO-LUMO gap: 8.24 eV
E_HOMO: -8.883 eV

Here is how they stack up, most stable first: run ii, run iii, run i.

Run i
ORCA calculation (ωB97M-V/def2-TZVPD) on a 2-piece molecular cluster, C7H5N overall.

Each line ends with the natural charge from an NBO analysis.
Positions of all 13 atoms, in Å:
C1 1.357 -1.197 0.306  -0.60
C2 -2.567 -1.224 0.710  -0.19
C3 -1.303 -0.676 0.832  -0.02
N1 0.321 0.432 -2.263  -0.29
H1 1.303 -1.874 1.442  0.23
C4 0.115 -0.045 -1.179  0.30
C5 0.096 -0.301 0.240  -0.34
H2 -3.717 -1.298 0.459  0.29
H3 1.569 -2.121 -0.421  0.26
C6 0.957 2.274 0.688  -0.19
C7 0.498 1.007 0.732  -0.07
H4 2.296 -0.403 0.179  0.27
H5 1.376 3.644 0.213  0.35

Computed properties:
HOMO-LUMO gap: 9.52 eV
E_HOMO: -9.955 eV

Run ii
ORCA calculation (ωB97M-V/def2-TZVPD) on one molecule with the formula C7H5N.

Each line ends with the natural charge from an NBO analysis.
Positions of all 13 atoms, in Å:
C1 -0.642 1.259 -0.046  -0.21
C2 2.583 -0.227 0.120  0.27
H1 -1.259 2.137 -0.192  0.23
C3 0.717 1.327 -0.013  -0.17
H2 -2.246 -1.929 0.151  0.20
N1 3.717 -0.490 0.090  -0.29
C4 0.275 -0.919 -0.250  -0.14
C5 -2.140 -0.869 0.176  -0.23
H3 1.273 2.180 -0.030  0.22
H4 -3.118 -0.227 0.819  0.21
C6 1.246 -0.027 -0.042  -0.22
C7 -1.006 -0.224 -0.213  -0.12
H5 0.601 -1.990 -0.571  0.25

Computed properties:
SMILES string: C=C1C=CC(C#N)=C1
HOMO-LUMO gap: 8.33 eV
E_HOMO: -9.155 eV

Run iii
ORCA calculation (ωB97M-V/def2-TZVPD) on one molecule with the formula C7H5N.

Each line ends with the natural charge from an NBO analysis.
Positions of all 13 atoms, in Å:
H1 2.153 -0.517 0.589  0.37
H2 1.999 1.052 0.634  0.37
C1 -0.023 -1.178 -0.811  0.01
N1 1.729 0.256 0.059  -0.78
C2 -0.813 2.201 -1.178  -0.19
H3 -1.316 3.062 -1.580  0.25
C3 -0.779 -0.263 2.475  -0.22
C4 -0.347 1.215 -0.647  0.01
H4 -1.227 -0.372 3.440  0.24
C5 -0.196 -2.205 -1.445  -0.21
C6 -0.342 -0.143 1.360  -0.01
H5 -0.364 -3.114 -2.008  0.25
C7 0.274 0.056 -0.003  -0.08

Computed properties:
SMILES string: C#CC(N)(C#C)C#C
HOMO-LUMO gap: 10.94 eV
E_HOMO: -9.988 eV

Here is how they stack up, most stable first: run ii, run iii, run i.

Run i
ORCA calculation (ωB97M-V/def2-TZVPD) on one molecule with the formula C5H11NOS.

Each line ends with the natural charge from an NBO analysis.
Positions of all 19 atoms, in Å:
S1 1.087 -1.305 -3.513  -0.03
H1 -0.519 -1.321 0.664  0.21
O1 -2.031 2.137 2.927  -0.61
H2 1.128 -0.668 0.834  0.19
N1 -0.366 0.650 2.598  -0.61
C1 0.283 -0.220 -1.052  -0.40
C2 -1.209 1.365 3.370  0.53
H3 -1.107 1.167 4.447  0.11
H4 -1.425 0.992 0.828  0.23
H5 0.193 1.635 0.850  0.18
C3 1.073 -1.337 -1.710  -0.51
H6 -0.178 -0.931 -3.735  0.11
H7 0.420 0.155 2.989  0.39
H8 -0.687 -0.107 -1.534  0.20
H9 0.774 0.739 -1.208  0.21
H10 2.126 -1.244 -1.470  0.22
C4 -0.414 0.777 1.151  -0.22
C5 0.120 -0.464 0.443  -0.40
H11 0.792 -2.312 -1.325  0.21

Computed properties:
SMILES string: O=CNCCCCS
HOMO-LUMO gap: 9.95 eV
E_HOMO: -9.194 eV

Run ii
ORCA calculation (ωB97M-V/def2-TZVPD) on one molecule with the formula C5H11NOS.

Each line ends with the natural charge from an NBO analysis.
Positions of all 19 atoms, in Å:
H1 -1.566 -1.215 1.380  0.22
H2 1.073 2.322 -0.829  0.36
H3 -0.748 0.600 -2.979  0.47
H4 -1.414 0.357 3.184  0.23
C1 0.796 -0.263 -2.294  -0.10
C2 0.066 -0.489 0.202  -0.05
H5 1.392 0.182 -3.116  0.20
H6 -0.302 -1.245 2.812  0.23
H7 0.996 -1.331 -2.157  0.19
H8 0.078 0.009 4.131  0.25
H9 -0.351 1.781 0.098  0.39
C3 -1.112 -1.237 0.304  -0.44
S1 0.864 0.337 1.767  0.17
N1 0.163 1.660 -0.898  -0.85
C4 0.736 0.266 -0.872  -0.17
O1 -0.570 -0.509 -2.751  -0.72
C5 -0.319 -0.137 3.044  -0.82
H10 1.783 0.439 -0.453  0.20
H11 -1.566 -1.528 -0.574  0.23

Computed properties:
SMILES string: C=C(SC)[C@H](N)CO
HOMO-LUMO gap: 9.31 eV
E_HOMO: -8.601 eV

Here is how they stack up, most stable first: run i, run ii.